[1]
Density functional theory data (ωB97M-V/def2-TZVPD) for 18 unconnected molecules or ions with the total composition H37O18 in a non-equilibrium geometry.

Summary:
Frontier orbital gap = 10.2 eV
HOMO level = -0.47801 hartree
LUMO energy = -2.81 eV
Net charge = +1
DFT total energy = -37443.253 eV
Molecular weight = 325.28 u
Spin multiplicity = 1
Energy relative to the best compared isomer or geometry (same formula, charge and spin) = 234.7 kcal per mole

Positions of all 55 atoms, in Å:
O (-1.1718, 3.2930, -1.9916)
H (-2.3755, 1.4923, -3.4023)
H (-1.0126, 3.5268, -1.1147)
O (-2.2313, -0.8942, -0.5322)
H (1.9814, -0.4185, 1.3467)
O (-2.6886, -1.7424, -2.9102)
H (-1.7254, -1.3534, -2.9681)
H (-4.6062, 0.9343, 4.6962)
O (2.1083, -4.6986, 1.4100)
H (-2.8527, -0.0377, -0.8590)
H (2.6609, -5.1944, 2.0760)
O (1.1878, -1.5207, 5.0820)
H (0.5284, -1.9747, 5.5610)
H (0.8106, -1.1964, 4.1729)
O (1.1297, 0.1356, 1.4616)
H (1.4041, 0.8541, 1.0084)
H (-1.5267, -1.0594, -1.2246)
O (-0.9013, -0.7451, 1.8594)
H (3.6070, 3.1514, -0.8047)
H (3.8012, 1.8079, -4.1042)
O (-4.9555, 0.6922, -0.7733)
H (-5.1771, 0.9956, -1.6248)
H (-5.5910, 0.2931, -0.2067)
O (4.3284, -3.4855, 2.0448)
H (4.9418, -2.8135, 2.0528)
H (-4.9548, 1.4809, 3.2828)
O (-4.4610, 0.9048, 3.7252)
H (-1.3179, -0.1438, 2.5827)
H (2.5370, -5.1424, 0.5632)
O (1.6856, 2.5115, 2.9926)
H (2.4881, 1.8619, 3.0990)
H (1.3885, 2.4767, 3.9172)
O (4.7341, 0.3553, -1.9130)
H (5.4905, -0.3557, -2.1567)
H (4.5972, 0.2470, -2.9630)
O (-1.9588, 0.7123, -3.8175)
H (3.5219, -3.1829, 2.3509)
H (-1.8082, 1.2235, -4.6781)
O (-0.2062, 0.4053, -1.3896)
H (-0.5202, 0.8439, -2.1754)
H (0.4539, 0.8601, -1.0711)
O (-1.3884, -3.2970, -0.4994)
H (-1.1602, -3.3162, 0.5286)
H (-2.0497, -2.6747, -0.6348)
O (-1.9736, 2.0335, 1.3289)
H (-0.4684, 3.0486, -2.4077)
H (-2.8012, 2.6245, 1.3549)
O (3.1703, 2.6309, -1.4637)
H (-2.9431, -1.4070, -3.6564)
H (3.6012, 1.8490, -1.6258)
O (3.4412, 1.3047, -4.8601)
H (-1.5350, -0.3667, 0.1079)
H (2.7511, 1.8723, -5.0677)
H (-0.3760, -1.4978, 2.1119)
H (-1.6121, 2.0957, 2.1785)

Results of the Mulliken charge analysis, in e, for atoms 1 through 6:
1 O -0.5509
2 H 0.2865
3 H 0.2792
4 O -0.5471
5 H 0.2750
6 O -0.5518

[2]
Density functional theory data (ωB97M-V/def2-TZVPD) for a molecular structure, C18H28N4O5PdSSi in a non-equilibrium geometry.

Summary:
Frontier orbital gap = 6.5 eV
HOMO level = -0.07004 hartree
LUMO energy = 4.64 eV
Net charge = -2
DFT total energy = -57513.235 eV
Molecular weight = 547.02 u
Spin multiplicity = 1
Energy relative to the best compared isomer or geometry (same formula, charge and spin) = 23.6 kcal per mole

Positions of all 58 atoms, in Å:
Pd (-0.8809, -0.2657, -1.2369)
C (-3.1444, -1.1992, -2.8257)
N (-2.4888, -1.6703, -1.6010)
C (-3.4793, -1.8003, -0.5292)
C (-1.8081, -2.9604, -1.8094)
C (-0.5290, -2.7519, -2.5734)
C (-0.0140, -3.7241, -3.4207)
C (1.2022, -3.5226, -4.0591)
C (1.8872, -2.3354, -3.8397)
C (1.3641, -1.3578, -2.9996)
C (0.1390, -1.5307, -2.3404)
H (-3.9698, -1.8767, -3.1010)
H (-2.4165, -1.1665, -3.6352)
H (-3.5144, -0.1872, -2.6540)
H (-4.2191, -2.5688, -0.8046)
H (-3.9552, -0.8368, -0.3677)
H (-2.9683, -2.0824, 0.3909)
H (-2.4858, -3.6804, -2.2978)
H (-1.5691, -3.3454, -0.8144)
H (-0.5646, -4.6474, -3.5836)
H (1.6064, -4.2807, -4.7219)
H (2.8396, -2.1661, -4.3339)
H (1.9127, -0.4391, -2.8378)
C (0.1445, 1.0223, 4.8723)
N (-0.6829, 0.1072, 4.1237)
C (-0.6126, -1.3001, 4.4471)
C (-0.8665, -1.9597, 3.0801)
O (-1.0291, -3.1624, 2.9528)
N (-0.8681, -1.0011, 2.1162)
C (-0.7437, 0.1646, 2.7278)
N (-0.6742, 1.3211, 2.1009)
H (-0.1477, 0.9999, 5.9241)
H (0.0168, 2.0436, 4.5200)
H (1.2117, 0.7702, 4.7995)
H (-1.3612, -1.6074, 5.1797)
H (0.3811, -1.5903, 4.8105)
H (-0.9459, 1.4041, 1.1125)
H (-0.7946, 2.1761, 2.6140)
C (2.9128, 2.3148, 1.9280)
Si (2.9573, 2.5121, 0.0560)
C (2.6554, 4.3227, -0.3395)
C (4.7092, 2.0899, -0.5076)
C (1.7350, 1.4676, -0.7084)
C (0.7201, 0.8129, -0.9167)
H (3.6336, 2.9674, 2.4313)
H (3.1249, 1.2792, 2.2044)
H (1.9091, 2.5506, 2.2861)
H (3.3191, 4.9879, 0.2219)
H (1.6183, 4.5705, -0.1041)
H (2.8004, 4.5095, -1.4060)
H (5.4585, 2.7162, -0.0137)
H (4.8024, 2.2308, -1.5871)
H (4.9357, 1.0438, -0.2898)
O (-2.3450, 0.7184, -0.1147)
S (-2.6708, 2.1853, -0.5508)
O (-1.6068, 3.0266, 0.0315)
O (-2.6575, 2.1909, -2.0215)
O (-3.9828, 2.5107, 0.0159)

Results of the Mulliken charge analysis, in e, for atoms 1 through 6:
1 Pd 0.4749
2 C -0.9891
3 N 0.4084
4 C -1.0484
5 C -0.6965
6 C 1.2897

[3]
Density functional theory data (ωB97M-V/def2-TZVPD) for a molecular structure, C49H38F6N4O5P2PtS6.

Summary:
Frontier orbital gap = 5.9 eV
HOMO level = -0.47692 hartree
LUMO energy = -7.08 eV
Net charge = +2
DFT total energy = -170751.731 eV
Molecular weight = 1326.28 u
Spin multiplicity = 1

Positions of all 111 atoms, in Å:
Pt (-0.0080, -1.1160, -0.2924)
O (1.8011, -2.8917, 1.7025)
S (1.8284, -2.0536, 0.5254)
C (2.6982, -2.8552, -0.7878)
C (3.7980, -3.6308, -0.4487)
C (4.4786, -4.2712, -1.4677)
C (4.0782, -4.0994, -2.7908)
C (2.9735, -3.3243, -3.1017)
C (2.2498, -2.7011, -2.0892)
P (0.6700, -1.8559, -2.3963)
C (1.0101, -0.4470, -3.4752)
C (1.0168, -0.5923, -4.8620)
C (1.3478, 0.4860, -5.6693)
C (1.6734, 1.7086, -5.0984)
C (1.6715, 1.8566, -3.7176)
C (1.3392, 0.7834, -2.9063)
C (-0.3537, -3.0014, -3.3193)
C (-0.0975, -4.3703, -3.2851)
C (-0.9968, -5.2496, -3.8710)
C (-2.1410, -4.7678, -4.4869)
C (-2.3900, -3.4013, -4.5345)
C (-1.5028, -2.5180, -3.9478)
C (2.7386, -0.5673, 0.9298)
C (4.0959, -0.4291, 0.7293)
C (4.7199, 0.7368, 1.1612)
C (3.9853, 1.7229, 1.7975)
C (2.6188, 1.5633, 2.0123)
C (1.9724, 0.4144, 1.5772)
P (0.1911, 0.0198, 1.7586)
C (-0.7450, 1.6319, 1.9138)
C (-2.2155, 1.3279, 1.7361)
C (-3.0688, 2.3247, 1.5661)
C (-2.6033, 3.7495, 1.5802)
C (-1.1099, 3.2916, 3.8437)
C (-0.4658, 2.2835, 3.2542)
C (0.0191, -0.7473, 3.3802)
C (-1.1759, -1.3843, 3.7131)
C (-1.3175, -1.9722, 4.9587)
C (-0.2694, -1.9417, 5.8671)
C (0.9286, -1.3276, 5.5304)
C (1.0777, -0.7310, 4.2894)
H (4.0203, -3.8233, 0.5922)
H (5.3162, -4.9133, -1.2342)
H (4.6158, -4.6024, -3.5831)
H (2.6497, -3.2334, -4.1316)
H (0.7585, -1.5427, -5.3117)
H (1.3542, 0.3691, -6.7446)
H (1.9345, 2.5461, -5.7317)
H (1.9348, 2.8079, -3.2733)
H (1.3389, 0.8949, -1.8268)
H (0.7804, -4.7632, -2.7970)
H (-0.8031, -6.3134, -3.8320)
H (-2.8415, -5.4578, -4.9382)
H (-3.2785, -3.0294, -5.0272)
H (-1.7002, -1.4522, -3.9831)
H (4.6636, -1.2054, 0.2323)
H (5.7805, 0.8690, 0.9971)
H (4.4746, 2.6273, 2.1330)
H (2.0682, 2.3508, 2.5089)
H (-2.5560, 0.3002, 1.7756)
H (-4.1354, 2.1531, 1.4977)
H (-3.3864, 4.3814, 1.1613)
H (-0.8002, 3.5795, 4.8418)
H (0.3273, 1.8393, 3.8426)
H (-1.9743, -1.4831, 2.9902)
H (-2.2397, -2.4792, 5.2076)
H (-0.3789, -2.4166, 6.8328)
H (1.7537, -1.3237, 6.2297)
H (2.0249, -0.2768, 4.0315)
F (-2.5472, -5.9405, 1.5547)
C (-2.8648, -5.1024, 0.5750)
F (-3.9500, -4.4205, 0.9283)
F (-3.1285, -5.7774, -0.5340)
S (-1.5151, -3.8719, 0.2924)
O (-2.0946, -2.9779, -0.6970)
O (-1.3163, -3.2707, 1.5912)
N (-0.2486, -4.5166, -0.3204)
S (0.4477, -5.9437, -0.3303)
O (1.6146, -5.7969, -1.1536)
O (-0.4976, -6.9869, -0.5605)
C (1.0972, -6.2835, 1.3781)
F (1.1612, -7.5971, 1.5592)
F (2.3221, -5.7787, 1.5258)
F (0.2902, -5.7529, 2.2877)
C (-3.0612, 1.9477, -3.4209)
C (-3.5807, 1.0838, -2.2654)
C (-2.4856, 0.3658, -1.6279)
N (-1.6012, -0.1694, -1.1459)
H (-3.8922, 2.4827, -3.8754)
H (-2.5907, 1.3307, -4.1847)
H (-2.3262, 2.6708, -3.0680)
H (-4.3050, 0.3434, -2.6094)
H (-4.0699, 1.6826, -1.4948)
S (-4.0713, 6.8185, -0.4402)
C (-2.7387, 6.5330, 0.2248)
S (-2.4329, 4.3033, 3.3130)
C (-1.2890, 4.0350, 0.8812)
N (-0.8070, 5.1785, 0.5656)
N (-1.6267, 6.3141, 0.7829)
C (-1.0075, 7.3944, 1.5514)
C (-1.7645, 8.0222, 2.5240)
C (-1.1870, 9.0687, 3.2276)
C (0.1191, 9.4493, 2.9559)
C (0.8577, 8.7900, 1.9801)
C (0.2971, 7.7502, 1.2565)
S (-0.1985, 2.7162, 0.5149)
H (-2.7701, 7.6905, 2.7513)
H (-1.7561, 9.5749, 3.9947)
H (0.5671, 10.2629, 3.5097)
H (1.8750, 9.0922, 1.7733)
H (0.8531, 7.2290, 0.4910)

Results of the Mulliken charge analysis, in e, for atoms 1 through 6:
1 Pt 3.5824
2 O -0.5857
3 S 1.4006
4 C 0.0488
5 C -0.3117
6 C -1.0410

[4]
Density functional theory data (ωB97M-V/def2-TZVPD) for a molecular structure, C9H22N4O7Sc in a non-equilibrium geometry.

Summary:
Frontier orbital gap (alpha / beta) = 5.3 / 5.2 eV
HOMO level (alpha / beta) = -0.38063 / -0.38005 hartree
LUMO energy (alpha / beta) = -5.10 / -5.10 eV
Net charge = +1
DFT total energy = -50673.222 eV
Molecular weight = 343.25 u
Spin multiplicity = 1

Positions of all 43 atoms, in Å:
O (1.3412, 2.0010, -1.0790)
H (1.1978, 1.9663, -2.0915)
Sc (0.0513, 0.6013, -0.2804)
N (-0.6344, -1.4537, -0.9122)
N (-0.1533, 0.4412, -2.5354)
N (0.1453, -0.2992, 1.7246)
N (0.1055, 2.1614, 1.2849)
O (-0.7989, -2.4753, -0.0902)
O (0.3363, -1.6436, 1.9091)
O (0.2838, 3.5336, 0.9937)
O (0.3443, 1.3514, -3.3208)
C (-0.7171, -0.6399, -3.1105)
C (-1.0028, -1.6933, -2.2007)
C (0.0209, 0.4597, 2.8359)
C (0.0714, 1.8659, 2.5815)
C (-1.5915, -3.0090, -2.5727)
H (-2.3975, -3.2926, -1.8844)
H (-0.8280, -3.8008, -2.5465)
H (-2.0008, -2.9709, -3.5880)
C (-0.9827, -0.6790, -4.5709)
H (-0.2453, -0.0712, -5.1034)
H (-1.9824, -0.2746, -4.7854)
H (-0.9495, -1.7056, -4.9502)
C (-0.1585, -0.0970, 4.2018)
C (0.1088, 2.8994, 3.6420)
H (-0.2081, -1.1880, 4.1737)
H (-1.0843, 0.2870, 4.6532)
H (0.6711, 0.2064, 4.8538)
H (0.1974, 3.8882, 3.1863)
H (0.9632, 2.7335, 4.3118)
H (-0.8029, 2.8618, 4.2524)
H (-0.1859, -2.0733, 1.0390)
H (0.7602, 3.5299, 0.1345)
C (2.1844, 0.7557, -0.5890)
H (1.9155, -0.2031, -1.0938)
H (2.1457, 0.6684, 0.5183)
H (3.2011, 1.0255, -0.8845)
O (2.9030, -3.3795, 0.7324)
H (2.1888, -2.8884, 1.1871)
H (2.8194, -3.1168, -0.2033)
O (-2.1209, 1.2303, -0.1952)
H (-2.2926, 1.9307, 0.4600)
H (-2.8190, 0.5559, -0.0881)

Results of the Mulliken charge analysis, in e, for atoms 1 through 6:
1 O -0.5536
2 H 0.4771
3 Sc 0.2660
4 N 0.5640
5 N 0.5572
6 N 0.6686

[5]
Density functional theory data (ωB97M-V/def2-TZVPD) for a molecular structure, C25H19BaI2N7O11 in a non-equilibrium geometry.

Summary:
Frontier orbital gap = 6.7 eV
HOMO level = -0.11997 hartree
LUMO energy = 3.41 eV
Net charge = -2
DFT total energy = -76082.603 eV
Molecular weight = 984.60 u
Spin multiplicity = 1
Energy relative to the best compared isomer or geometry (same formula, charge and spin) = 73.1 kcal per mole

Positions of all 65 atoms, in Å:
Ba (0.4365, -0.0182, 0.6045)
O (0.9374, -3.4756, -4.1298)
C (1.2890, -4.2542, -3.1006)
C (1.5140, -5.6076, -3.3743)
C (1.9105, -6.4716, -2.3703)
C (2.0904, -6.0106, -1.0670)
C (1.8512, -4.6711, -0.7919)
C (1.4495, -3.7745, -1.7763)
C (1.1681, -2.3593, -1.3426)
O (1.1847, -2.1014, -0.0892)
N (0.9967, -1.5081, -2.3624)
N (0.6753, -0.1791, -1.9863)
C (0.9745, 0.7144, -2.8239)
C (0.7705, 2.1927, -2.6106)
C (1.2003, 3.0256, -3.6383)
C (1.0961, 4.4066, -3.5532)
C (0.5484, 4.9778, -2.4080)
C (0.1159, 4.1714, -1.3637)
C (0.2439, 2.7987, -1.4661)
O (-0.1417, 1.9947, -0.4179)
H (0.9035, -2.5301, -3.7554)
H (1.3746, -5.9464, -4.3936)
H (2.0830, -7.5158, -2.6097)
H (2.4063, -6.6839, -0.2807)
H (1.9529, -4.2701, 0.2101)
H (1.4529, 0.4181, -3.7614)
H (1.6326, 2.5676, -4.5217)
H (1.4443, 5.0269, -4.3688)
H (0.4578, 6.0549, -2.3246)
H (-0.3070, 4.5784, -0.4556)
O (0.6239, -0.6808, 3.1358)
C (1.2877, 0.3698, 2.8985)
O (0.7921, 1.4612, 2.5102)
C (2.8325, 0.2638, 2.7972)
C (3.6088, 0.0541, 3.8994)
C (4.9987, -0.0167, 3.7646)
C (5.6199, 0.1008, 2.5517)
C (4.8535, 0.3071, 1.4189)
C (3.4358, 0.3959, 1.4508)
O (2.6789, 0.6033, 0.4386)
N (5.6305, 0.4416, 0.1442)
O (5.0289, 0.7373, -0.8590)
O (6.8286, 0.1950, 0.1853)
N (5.8369, -0.2101, 4.9704)
O (7.0460, -0.2779, 4.8374)
O (5.2664, -0.3299, 6.0418)
H (3.1527, -0.0438, 4.8751)
H (6.6931, 0.0401, 2.4710)
I (-2.3010, 1.6071, -0.2121)
I (-5.3122, 1.1820, 0.0921)
C (-5.6520, -2.1230, 1.6722)
N (-4.3730, -2.2819, 1.0406)
C (-4.1448, -2.9381, -0.2320)
C (-2.6636, -2.6612, -0.4623)
O (-2.0532, -3.0898, -1.4115)
N (-2.1862, -1.8265, 0.5567)
C (-3.2212, -1.6342, 1.3425)
N (-3.1204, -0.8779, 2.4730)
H (-6.2088, -3.0592, 1.5895)
H (-6.2388, -1.3139, 1.2324)
H (-5.5162, -1.9205, 2.7358)
H (-4.7369, -2.5045, -1.0415)
H (-4.3234, -4.0134, -0.1772)
H (-2.2276, -0.4158, 2.5857)
H (-3.9173, -0.3030, 2.7008)

Results of the Mulliken charge analysis, in e, for atoms 1 through 6:
1 Ba 2.3354
2 O -0.6994
3 C 0.4835
4 C -0.7555
5 C -0.2480
6 C -0.8046

> Among the records above, which one has the lowest DFT total energy?

C49H38F6N4O5P2PtS6

> The highest DFT total energy belongs to which entry?

H37O18

> The highest molecular weight belongs to which entry?

C49H38F6N4O5P2PtS6